Entry 1:
Here is a cluster of 8 separate species, C38H41N7O in total from the Open Molecules 2025 dataset. Energies are from ωB97M-V/def2-TZVPD.

XYZ file:
```
87
Properties=species:S:1:pos:R:3:forces:R:3
C -6.9329 20.7225 5.5901 -0.9 0.0 1.4
C -7.3592 22.0587 5.4107 3.4 -0.7 -1.6
C -8.6699 22.3825 5.4197 0.1 0.5 0.3
N -9.6056 21.5914 5.8673 -0.9 -1.7 0.7
C -9.2208 20.3571 6.2223 0.3 -0.6 -0.3
C -7.9234 19.8156 6.0288 -0.7 3.4 -0.5
H -5.8805 20.4092 5.5716 -0.5 0.3 -0.3
H -6.6220 22.8082 5.0230 -0.7 -0.7 0.6
H -8.9364 23.3560 5.1062 -0.5 1.0 -0.2
H -9.9770 19.7093 6.6778 0.1 0.3 -0.3
H -7.7584 18.8144 6.2396 0.5 -1.7 0.4
C -6.4720 15.5379 1.8398 -0.4 -0.5 0.7
C -7.1766 16.3429 2.6784 0.4 2.0 1.0
C -6.4797 17.0257 3.6854 1.1 -2.1 -0.7
N -5.2295 16.7240 4.0184 1.0 -0.3 -1.1
C -4.5637 15.8141 3.2252 -2.0 1.3 0.8
C -5.1685 15.2148 2.1425 0.6 0.1 0.1
H -6.9805 15.0830 1.0472 -0.5 -0.7 -1.2
H -8.2004 16.6424 2.6195 -0.6 -0.3 -0.7
H -6.9512 17.7725 4.2482 -0.7 0.9 0.9
H -3.5641 15.6162 3.5053 0.9 -0.3 0.3
H -4.6503 14.4908 1.5411 0.3 -0.1 -0.2
C -5.8357 17.2968 -1.1666 -0.2 -0.2 2.3
C -5.3667 16.7806 -2.3697 0.1 0.3 0.1
C -5.6315 17.5199 -3.4732 -1.2 3.2 -1.3
N -6.3335 18.7171 -3.4411 0.8 -1.8 -0.4
C -6.8048 19.1030 -2.2754 -0.1 -0.5 -0.1
C -6.6290 18.4608 -1.0735 1.9 -1.8 -1.0
H -5.5362 16.8021 -0.2182 -0.3 0.3 -0.8
H -4.7181 15.9288 -2.5195 -0.1 -0.2 0.6
H -5.2421 17.3581 -4.4705 0.1 -0.6 0.1
H -7.3725 19.9758 -2.2483 -0.8 1.7 -0.3
H -6.9142 18.9451 -0.1662 -0.3 -0.2 0.6
C -7.6630 20.4138 2.4122 -0.5 0.2 1.6
C -8.4989 21.0214 1.4977 -1.0 -0.5 -0.3
C -7.9520 21.6970 0.4213 0.0 -0.5 -0.5
N -6.6277 21.8037 0.2374 -0.6 -0.8 -0.1
C -5.8564 21.1130 1.0809 0.0 1.3 0.5
C -6.3134 20.4720 2.2395 1.1 0.3 -0.5
H -8.0172 20.0527 3.3937 -0.2 -0.1 -0.9
H -9.5732 20.8833 1.6240 0.2 0.4 -0.2
H -8.5857 22.0643 -0.3974 0.2 0.3 0.6
H -4.8267 21.3350 0.8853 0.8 -0.6 0.2
H -5.6389 20.1394 3.0353 -0.1 -0.1 -0.6
C -3.3751 22.5029 -1.5118 0.1 0.8 0.0
C -2.2076 22.2827 -0.7461 -0.8 -0.5 -0.7
C -1.8353 20.9386 -0.6098 -0.7 0.2 0.1
N -2.4990 19.8992 -1.0885 -1.4 0.5 -1.0
C -3.5954 20.1656 -1.8660 2.3 0.1 0.4
C -4.0306 21.4478 -2.1386 -0.5 -0.4 -0.2
H -3.8457 23.4761 -1.7206 0.8 -0.1 0.4
H -1.5689 23.0499 -0.3021 -0.5 -0.1 -0.2
H -0.9938 20.6134 -0.0563 1.0 0.3 0.6
H -3.8786 19.2992 -2.4045 -1.1 -0.6 -0.3
H -4.8715 21.6094 -2.8557 0.8 -0.1 0.9
C -10.2958 16.9820 -0.7237 -0.4 -1.4 1.0
C -9.6768 15.9208 -1.3754 0.3 0.0 -0.8
C -9.3315 14.7529 -0.6838 -0.3 1.6 -0.3
N -9.6372 14.6184 0.6045 0.5 -1.2 0.0
C -10.2920 15.5623 1.2092 -1.8 2.6 -0.3
C -10.6979 16.8034 0.5870 1.2 -1.0 0.7
H -10.5479 17.8489 -1.2670 -0.1 1.0 -0.5
H -9.5104 16.1162 -2.4439 0.4 -0.7 0.5
H -8.7627 13.9525 -1.1215 0.0 -0.2 -0.3
H -10.6409 15.3912 2.2191 0.3 -0.2 0.2
H -11.1571 17.6172 1.1509 0.0 -0.4 0.0
C -4.8082 24.5161 1.2149 1.7 1.1 0.5
C -3.5370 24.9925 1.5720 -0.2 -0.2 -0.6
C -3.1467 26.2860 1.1407 0.6 -0.4 2.0
N -3.9280 27.1766 0.5697 -2.6 -0.6 -0.3
C -5.2410 26.7584 0.3813 1.4 0.9 -1.0
C -5.6353 25.4531 0.6518 -1.5 0.2 -0.9
H -5.1956 23.5210 1.3307 0.3 -0.2 0.3
H -2.8323 24.3775 2.1301 -0.1 0.1 -0.2
H -2.1728 26.6828 1.5067 -0.5 -0.5 -0.7
H -5.8998 27.5100 -0.1498 0.7 -1.1 0.9
H -6.6101 25.0424 0.3655 0.1 0.8 0.0
C -13.3121 21.0771 0.4914 -0.2 0.9 0.0
C -12.8869 19.9222 1.3026 -1.2 -0.7 0.9
C -14.0663 18.9016 1.6452 2.7 -0.1 0.0
O -11.8014 19.9166 1.8284 0.1 -0.7 0.0
H -14.0020 20.8442 -0.2728 -0.7 -0.5 -1.0
H -12.5183 21.6760 0.0977 0.8 0.0 -0.3
H -13.8532 21.7599 1.1345 -0.3 0.1 0.5
H -14.4175 18.3024 0.8105 0.2 0.1 -0.2
H -14.8559 19.5008 1.9944 -1.2 0.8 0.4
H -13.7374 18.2435 2.4631 -0.1 0.2 -0.4
```
Forces are in eV/Å.

**HOMO**: -9.32 eV
**SMILES**: c1ccncc1.c1ccncc1.c1ccncc1.c1ccncc1.c1ccncc1.c1ccncc1.c1ccncc1.CC(C)=O
**Maximum force**: 3.830 eV/Å
**Gap between HOMO and LUMO**: 9.70 eV
**Energy**: -1931.02040 hartree

Here are the Löwdin charges for atoms 1 to 4, given in e: -0.083, -0.088, -0.198, 0.070

---

Entry 2:
Here is a structure of composition C38H42Br2F5KN5OSSi from the Open Molecules 2025 dataset. Energies are from ωB97M-V/def2-TZVPD.

XYZ file:
```
96
Properties=species:S:1:pos:R:3:forces:R:3
K 0.0946 -0.2681 -0.5567 0.2 -0.3 -0.1
C -1.0411 -2.1216 -4.0092 -0.1 0.0 0.0
C -2.2534 -1.4202 -3.4147 0.1 0.0 0.0
N -1.9394 -0.1724 -2.7204 0.0 0.1 0.0
C -3.1467 0.4482 -2.2015 0.0 -0.1 0.0
C -3.8523 -0.3861 -1.1405 0.0 0.0 0.0
C -1.2021 0.7462 -3.5907 0.0 0.0 0.0
C -0.9271 2.1420 -3.0204 0.1 0.0 0.1
N -0.4083 2.0588 -1.6732 0.2 0.2 0.0
C 0.4278 2.9645 -1.1898 0.0 0.0 0.0
C 0.9215 2.7981 0.1494 0.0 0.1 0.0
F 0.4305 1.7684 0.8931 0.1 0.2 0.0
C 1.8350 3.6205 0.7507 0.0 -0.1 -0.1
F 2.2292 3.3252 2.0077 0.0 0.0 0.1
C 2.3645 4.7363 0.1208 0.0 0.0 0.0
C 1.8750 4.9704 -1.1513 0.0 0.0 0.0
F 2.3111 6.0608 -1.8216 0.0 0.1 0.0
C 0.9586 4.1592 -1.7774 -0.1 -0.1 0.0
F 0.5219 4.5610 -3.0031 0.0 0.0 -0.1
H -1.3208 -3.1359 -4.2993 0.0 0.0 0.0
H -0.2426 -2.1946 -3.2693 0.0 0.0 0.0
H -0.6596 -1.6113 -4.8943 0.0 0.0 0.0
H -2.7146 -2.0989 -2.6958 0.0 0.0 0.0
H -3.0002 -1.2286 -4.2111 0.0 0.0 0.0
H -3.8560 0.6747 -3.0223 0.0 0.0 0.0
H -2.8468 1.3928 -1.7559 0.0 0.0 0.0
H -4.2938 -1.2956 -1.5473 0.0 0.0 0.0
H -4.6633 0.1991 -0.6998 0.0 0.0 0.0
H -3.1561 -0.6716 -0.3502 0.0 0.0 0.0
H -1.7314 0.8760 -4.5556 0.0 0.0 0.0
H -0.2395 0.2831 -3.8128 0.0 0.0 0.0
H -1.8519 2.7407 -3.0570 0.0 0.0 0.0
H -0.2459 2.6125 -3.7357 0.0 0.0 0.0
H 3.1015 5.3717 0.5845 0.0 0.0 0.0
Br 2.4033 -3.9906 5.4418 0.0 0.0 0.0
C 1.8171 -2.7900 4.0967 0.0 0.0 0.0
C 0.4699 -2.6602 3.8299 0.0 0.0 0.0
C 0.1132 -1.7795 2.8174 0.1 -0.1 0.0
N 0.9864 -1.0675 2.1206 -0.1 0.1 0.0
C 2.2789 -1.1832 2.4127 0.1 0.1 -0.1
C 2.7482 -2.0529 3.3927 0.0 0.0 0.0
C 3.2226 -0.3086 1.6441 -0.1 -0.1 0.0
C 4.4680 0.0279 2.1665 0.0 0.0 0.0
C 5.2808 0.8532 1.4153 0.1 0.0 0.0
Br 6.9809 1.3492 2.0905 0.0 0.0 0.0
C 4.8616 1.3283 0.1901 0.0 0.0 0.0
C 3.5983 0.9370 -0.2343 0.0 0.0 0.1
N 2.7992 0.1434 0.4663 0.0 0.0 -0.1
H -0.2741 -3.2227 4.3735 0.0 0.0 0.0
H -0.9292 -1.6528 2.5542 0.0 0.0 0.0
H 3.8029 -2.1725 3.5890 0.0 0.0 0.0
H 4.7864 -0.3120 3.1401 0.0 0.0 0.0
H 5.4755 1.9844 -0.4083 0.0 0.0 0.0
H 3.2161 1.2941 -1.1837 0.0 0.0 0.0
C 4.1342 -2.7578 -1.2165 0.0 0.0 0.0
Si 2.5805 -2.5818 -2.2785 0.1 0.0 0.0
C 2.8390 -3.7907 -3.7178 -0.1 0.0 0.0
C 2.6309 -0.8790 -3.1135 0.0 -0.1 0.0
N 1.1565 -2.6956 -1.3872 -0.1 -0.2 0.0
C 0.3301 -3.7287 -1.1653 0.1 0.1 0.0
C 0.5015 -5.0718 -1.6045 0.0 0.0 0.0
C -0.4283 -6.0731 -1.3831 0.0 0.0 0.0
C -1.6097 -5.8273 -0.6946 0.0 0.0 0.0
C -1.8218 -4.5366 -0.2190 0.0 0.0 0.0
C -0.8832 -3.5614 -0.4461 -0.1 -0.2 0.0
F -1.1624 -2.3142 0.0728 -0.2 -0.3 0.0
H 5.0366 -2.5040 -1.7802 0.0 0.0 0.0
H 4.2351 -3.7865 -0.8610 0.0 0.0 0.0
H 4.0847 -2.1077 -0.3409 0.0 0.0 0.0
H 3.6164 -3.4190 -4.3920 0.0 0.0 0.0
H 1.9173 -3.8966 -4.2963 0.0 0.0 0.0
H 3.1417 -4.7853 -3.3844 0.0 0.0 0.0
H 3.6529 -0.4975 -3.1884 0.0 0.0 0.0
H 2.0273 -0.1270 -2.6024 0.0 0.0 0.1
H 2.2365 -0.9591 -4.1306 0.0 0.0 0.0
H 1.4098 -5.3042 -2.1432 0.0 0.0 0.0
H -0.2250 -7.0705 -1.7571 0.0 0.0 0.0
H -2.3383 -6.6080 -0.5232 0.0 0.0 0.0
H -2.7153 -4.2754 0.3361 0.0 0.0 0.0
C -4.0175 1.2913 2.4180 0.2 0.0 0.1
S -2.2308 1.2568 2.1335 0.0 0.0 0.1
O -1.6013 1.1921 3.4843 -0.2 0.0 -0.2
C -2.0709 2.9490 1.5513 0.1 0.0 0.1
C -2.6023 3.3344 0.3305 0.0 0.0 0.0
C -2.3232 4.5985 -0.1611 0.0 0.0 0.0
C -1.5084 5.4623 0.5612 0.0 0.0 0.0
C -0.9785 5.0644 1.7789 -0.1 0.0 0.0
C -1.2529 3.7965 2.2767 0.0 0.1 0.0
H -4.2209 2.0813 3.1398 0.0 0.0 0.0
H -4.2878 0.3161 2.8210 0.0 0.0 0.0
H -4.5394 1.4675 1.4797 0.0 0.0 0.0
H -3.1946 2.6433 -0.2554 0.0 0.0 0.0
H -2.7125 4.8966 -1.1259 0.0 0.0 0.0
H -1.2654 6.4372 0.1588 0.0 0.0 0.0
H -0.3216 5.7274 2.3267 0.0 0.0 0.0
H -0.8115 3.4386 3.1976 0.0 0.0 0.0
```
Forces are in eV/Å.

**HOMO**: -4.02 eV
**Charge**: -1
**Maximum force**: 0.387 eV/Å
**Gap between HOMO and LUMO**: 6.09 eV
**Energy**: -8757.34299 hartree

Here are the Löwdin charges for atoms 1 to 4, given in e: 0.683, -0.078, -0.249, -0.200

---

These records have relative energy (zero: lowest compared OMol25 entry of this formula, charge and spin) values of 215.5 0.0 kJ/mol, in the order they appear.